# 1
Density functional theory data (the ωB97M-V functional and the def2-TZVPD basis) for C20H36CrGeI2O2 as an isolated structure.

```
62
Properties=species:S:1:pos:R:3:forces:R:3:nbo_charge:R:1
Cr -0.266302 -0.093760 0.620137 -0.22 -0.03 -0.42 1.179
I -1.956483 1.283136 -0.996055 0.01 -0.05 -0.07 -0.459
C -3.228825 -1.885195 -0.608301 -0.03 -0.18 0.12 -0.509
I -2.520556 -1.991803 1.302158 0.17 0.09 -0.01 0.343
H -2.642774 -2.364387 -1.371885 0.02 0.04 -0.07 0.194
H -4.242069 -1.556241 -0.741133 -0.05 0.08 -0.05 0.203
C 0.262874 -3.361479 -1.130419 -0.06 0.03 0.04 -0.572
C 1.275542 -3.847692 -0.094649 0.10 -0.08 0.01 -0.229
C 0.639109 -4.310530 1.216212 -0.06 0.04 0.02 -0.596
C 2.405576 -2.868397 0.157137 0.12 -0.09 -0.05 -0.058
C 3.678238 -3.213395 -0.287119 -0.02 0.07 0.00 -0.203
C 4.777229 -2.399884 -0.060846 -0.06 -0.02 0.02 -0.253
C 4.600147 -1.239345 0.672675 0.01 0.02 0.01 -0.229
C 3.350505 -0.854868 1.152642 0.27 -0.04 0.01 0.006
C 3.275415 0.392153 2.013274 0.09 0.05 -0.02 -0.247
C 2.643627 1.581363 1.289269 -0.06 -0.03 -0.16 -0.565
C 2.651857 0.138920 3.386240 -0.04 -0.03 0.01 -0.596
C 2.238250 -1.657998 0.855582 -0.15 0.15 -0.07 0.285
O 1.014955 -1.269068 1.250235 -0.18 -0.34 0.32 -0.869
H -0.549213 -4.084402 -1.237723 0.00 -0.02 0.00 0.206
H 0.740698 -3.245385 -2.104264 0.00 0.03 -0.03 0.205
H -0.170452 -2.399339 -0.864314 -0.04 0.02 0.02 0.182
H 1.754005 -4.727318 -0.538692 -0.04 -0.01 0.03 0.199
H 0.256889 -3.467583 1.788408 -0.01 -0.02 -0.02 0.215
H 1.380420 -4.823826 1.828896 0.02 -0.02 0.03 0.211
H -0.183040 -5.002419 1.025012 -0.02 -0.02 -0.01 0.203
H 3.799671 -4.144324 -0.828055 0.02 -0.04 -0.01 0.207
H 5.756287 -2.680587 -0.423657 0.03 -0.01 0.00 0.214
H 5.454363 -0.611544 0.899892 0.03 0.00 0.00 0.206
H 4.319991 0.671197 2.192186 -0.06 0.04 0.01 0.202
H 1.598693 1.397773 1.013212 0.37 0.07 0.01 0.170
H 3.193502 1.813979 0.373114 0.01 -0.03 0.08 0.203
H 2.656127 2.469487 1.923592 -0.02 0.03 0.02 0.215
H 1.632605 -0.228257 3.300502 0.00 0.00 0.00 0.216
H 2.637751 1.059055 3.973041 0.02 0.03 0.01 0.204
H 3.232840 -0.602456 3.936140 0.01 -0.02 -0.01 0.212
C 2.652656 -0.561910 -2.641729 -0.12 0.05 0.00 -0.727
C 1.773630 0.373990 -1.871522 -0.19 0.02 0.21 0.689
C 1.849208 1.848435 -2.096528 -0.06 -0.02 0.03 -0.720
O 0.973918 -0.096486 -1.070390 0.27 0.12 -0.13 -0.643
H 3.283592 -0.052189 -3.364509 -0.01 0.03 -0.01 0.224
H 2.028173 -1.303340 -3.141077 0.01 -0.01 0.00 0.252
H 3.269391 -1.100254 -1.915316 0.02 0.02 -0.02 0.282
H 2.841800 2.166603 -2.407372 0.02 0.00 0.01 0.232
H 1.506850 2.390992 -1.218355 -0.01 0.00 -0.05 0.252
H 1.145203 2.067176 -2.906775 0.03 0.01 -0.03 0.271
C -3.953129 1.382022 2.368604 -0.06 -0.04 0.01 -1.095
Ge -2.205225 2.193068 2.665988 -0.04 -0.08 0.04 1.620
C -2.031555 2.514953 4.594951 -0.01 0.01 0.02 -1.082
C -2.123178 3.929476 1.787296 0.07 0.04 -0.09 -1.089
C -0.676076 1.058908 2.230661 0.17 0.12 0.05 -1.245
H -4.716407 2.042652 2.780457 -0.05 0.03 0.00 0.229
H -4.034206 0.417212 2.867832 -0.01 -0.01 0.03 0.224
H -4.144004 1.243587 1.306211 0.00 -0.01 -0.03 0.241
H -2.830518 3.166920 4.947908 -0.03 0.03 0.03 0.225
H -1.077154 2.990684 4.820482 0.03 0.02 0.01 0.225
H -2.084533 1.578522 5.149985 0.00 -0.04 0.03 0.224
H -2.790771 4.617297 2.305457 -0.04 0.06 0.01 0.227
H -2.420967 3.860848 0.742860 0.00 0.01 0.01 0.246
H -1.112778 4.337573 1.832276 0.02 0.01 0.01 0.224
H -0.565374 0.291075 3.012302 0.00 0.02 -0.03 0.208
H 0.210776 1.703360 2.301006 -0.18 -0.08 0.12 0.208
```
Positions in Å, forces in eV/Å.

Results
Largest force on an atom: 0.5 eV/Å
Charge: 0
2S+1: 5
Frontier orbital gap (spin up / spin down): 0.2620 / 0.2842 Eh


# 2
Density functional theory data (the ωB97M-V functional and the def2-TZVPD basis) for a 3-piece molecular cluster, C20H36FN3O8 overall.

```
68
Properties=species:S:1:pos:R:3:forces:R:3:nbo_charge:R:1
C -0.847361 -5.693812 -0.823123 0.36 0.73 0.04 -0.640
C 0.555290 -5.189483 -0.548635 0.04 -1.19 0.22 0.234
F 0.571432 -3.863598 -0.245561 -0.30 0.83 -0.04 -0.349
C 1.529908 -5.514538 -1.695730 -0.83 -0.71 0.59 -0.481
C 2.173389 -6.830925 -1.406140 -0.54 0.77 -1.10 -0.095
C 2.940021 -7.195057 -0.392454 -0.08 -0.13 -0.50 0.072
N 3.330656 -6.390439 0.675588 0.76 -1.37 -0.15 -0.553
C 3.958135 -6.982561 1.564884 -0.84 0.18 2.04 0.909
O 4.349670 -7.413063 2.569056 0.37 0.37 -1.16 -0.425
C 3.225866 -8.667632 -0.646347 0.50 1.52 0.06 0.750
O 3.367379 -9.542912 0.127494 0.59 -0.61 0.43 -0.492
O 3.177095 -8.786492 -2.019332 -1.10 -1.81 -0.11 -0.514
C 2.017972 -8.028188 -2.304629 1.25 1.41 1.07 0.771
O 1.151509 -8.344817 -3.027413 -0.29 -0.27 -0.87 -0.485
H -1.491899 -5.313599 -0.039285 -0.27 -0.03 0.08 0.224
H -0.847640 -6.775872 -0.790725 -0.08 -0.25 -0.17 0.219
H -1.179720 -5.327100 -1.788130 -0.28 -0.08 -0.16 0.209
H 0.877960 -5.712335 0.346616 0.33 0.07 0.29 0.148
H 0.926517 -5.664182 -2.583675 0.13 0.35 -0.46 0.229
H 2.250276 -4.716241 -1.826307 0.17 0.15 0.01 0.267
C -0.420892 2.269130 -2.236797 0.18 -0.14 -0.40 -0.240
O 0.980775 2.374428 -2.433723 -0.22 -0.01 0.11 -0.558
C 1.697704 2.876453 -1.311247 0.36 0.13 -0.14 -0.081
C 2.512158 1.785757 -0.642703 -0.25 -0.13 -0.02 -0.241
N 1.654309 0.822487 0.040129 0.16 -0.05 -0.07 -0.628
C 2.330372 -0.401296 0.468085 -0.24 0.07 0.03 -0.250
C 2.983908 -1.285654 -0.592519 0.14 -0.16 0.20 -0.082
O 2.073215 -1.941145 -1.453867 0.19 0.20 -0.23 -0.546
C 1.593679 -1.161949 -2.534316 -0.13 -0.21 0.04 -0.245
H -0.874223 2.096327 -3.213400 0.10 -0.05 -0.03 0.184
H -0.672595 1.421491 -1.590361 -0.12 0.10 0.11 0.151
H -0.839435 3.178183 -1.816763 -0.02 0.01 0.10 0.187
H 1.034875 3.368031 -0.598166 -0.13 -0.13 0.04 0.197
H 2.391063 3.630180 -1.697585 0.01 -0.01 0.01 0.178
H 3.186547 2.241498 0.089031 0.02 -0.02 0.00 0.189
H 3.124363 1.311331 -1.420145 0.11 0.10 -0.01 0.166
H 0.893808 0.566797 -0.573922 -0.04 0.04 -0.02 0.353
H 1.581642 -1.010400 0.980636 0.06 -0.05 0.03 0.206
H 3.086187 -0.135324 1.214536 0.06 0.01 -0.05 0.188
H 3.505489 -2.085876 -0.059773 -0.03 -0.02 0.01 0.189
H 3.751578 -0.757215 -1.170821 -0.10 0.11 -0.07 0.161
H 2.346945 -0.464133 -2.908201 -0.02 0.07 0.05 0.174
H 0.687623 -0.619103 -2.253991 0.05 0.16 -0.08 0.162
H 1.322799 -1.843301 -3.342153 0.05 -0.05 0.03 0.184
C -4.733608 6.939748 1.130058 0.17 0.07 0.01 -0.243
O -3.803923 6.839044 2.191786 -0.24 -0.08 -0.12 -0.553
C -4.213195 5.980545 3.250568 0.27 0.07 0.29 -0.069
C -3.402362 4.699327 3.271876 -0.07 -0.01 -0.27 -0.244
N -3.726491 3.840365 2.139174 0.17 0.02 0.07 -0.624
C -2.799923 2.727414 1.933899 -0.18 0.10 -0.15 -0.249
C -1.329310 3.037927 1.660865 0.10 -0.36 0.07 -0.089
O -1.076461 3.642525 0.402681 -0.13 0.26 0.33 -0.560
C -1.283073 5.043894 0.348614 0.02 -0.12 -0.23 -0.250
H -4.429018 7.777139 0.503885 0.04 0.00 0.03 0.193
H -4.742542 6.037210 0.509689 -0.14 -0.01 0.00 0.156
H -5.743459 7.133918 1.501315 -0.03 -0.05 -0.01 0.172
H -5.285929 5.772846 3.207354 0.00 -0.05 -0.14 0.176
H -4.017996 6.520762 4.181004 -0.04 0.00 0.01 0.185
H -3.615192 4.159240 4.199242 0.02 -0.01 0.01 0.193
H -2.342965 4.984900 3.280079 0.01 0.05 0.16 0.168
H -3.744004 4.398304 1.297379 -0.03 0.04 -0.02 0.350
H -3.177185 2.160881 1.078741 0.04 -0.07 0.03 0.202
H -2.859434 2.064041 2.802305 0.06 0.03 0.04 0.193
H -0.799977 2.081491 1.630557 0.03 0.02 -0.04 0.206
H -0.861153 3.615502 2.466009 -0.08 0.14 -0.03 0.164
H -1.028423 5.534918 1.290117 -0.07 -0.01 0.04 0.179
H -2.313633 5.278053 0.070845 -0.03 0.13 0.13 0.162
H -0.639099 5.446154 -0.436160 0.05 -0.06 0.02 0.188
```
Positions in Å, forces in eV/Å.

Results
Largest force on an atom: 2.2 eV/Å
Charge: 0
2S+1: 1
SMILES string: C[C@H](F)CC1=C(N=C=O)C(=O)OC1=O.COCCNCCOC.COCCNCCOC
Frontier orbital gap: 0.3021 Eh